No. 1
A 11-piece molecular cluster, C46H124N10O14 overall, computed with ωB97M-V/def2-TZVPD.

Calculated values
Kohn-Sham gap   8.946 eV
HOMO   -8.80 eV
ΔE to the lowest compared entry with this formula, charge and spin   514.01 kJ/mol
Structure (SMILES)   COC[C@H](C)N.COC[C@H](C)N.COC[C@H](C)N.COC[C@H](C)N.COC[C@H](C)N.COC[C@H](C)N.COC[C@H](C)N.COC[C@H](C)N.COCCNCCOC.COCCNCCOC.OCCO
LUMO energy   0.005 hartree

Structure (XYZ):
```
194
Properties=species:S:1:pos:R:3:lowdin_charge:R:1
C 7.810 -3.114 7.624 -0.075
C 6.708 -2.200 8.062 -0.400
C 5.269 -2.762 8.230 -0.183
O 4.697 -2.983 6.924 -0.192
C 3.544 -3.769 6.975 -0.139
N 7.080 -1.509 9.347 0.025
H 8.774 -2.610 7.697 0.075
H 7.832 -3.518 6.612 0.077
H 7.933 -3.975 8.281 0.076
H 6.602 -1.398 7.331 0.135
H 4.666 -2.030 8.766 0.114
H 5.187 -3.701 8.777 0.117
H 2.701 -3.343 7.518 0.088
H 3.846 -4.738 7.372 0.083
H 3.184 -4.042 5.983 0.084
H 7.034 -2.074 10.183 0.062
H 6.330 -0.871 9.572 0.054
C 1.483 2.771 -5.855 -0.071
C 1.396 3.626 -4.619 -0.436
C 2.706 3.433 -3.797 -0.204
O 3.813 4.056 -4.469 -0.205
C 5.086 3.870 -3.859 -0.098
N 1.232 5.019 -5.020 0.038
H 1.966 1.839 -5.562 0.077
H 1.944 3.206 -6.742 0.081
H 0.446 2.644 -6.165 0.075
H 0.569 3.375 -3.955 0.137
H 2.783 2.427 -3.385 0.117
H 2.652 4.008 -2.872 0.110
H 5.695 4.720 -4.166 0.085
H 5.478 2.947 -4.286 0.086
H 5.131 3.823 -2.771 0.084
H 2.121 5.314 -5.398 0.063
H 1.137 5.521 -4.149 0.064
C -5.634 4.886 6.859 -0.076
C -6.998 5.315 6.486 -0.483
C -7.178 5.502 4.973 -0.173
O -6.341 6.626 4.620 -0.210
C -6.983 7.435 3.615 -0.098
N -7.958 4.359 7.004 0.024
H -5.009 5.748 6.627 0.082
H -5.358 4.010 6.271 0.089
H -5.505 4.706 7.926 0.081
H -7.179 6.222 7.063 0.136
H -8.227 5.635 4.710 0.115
H -6.787 4.697 4.350 0.128
H -6.333 8.206 3.201 0.080
H -7.852 7.948 4.025 0.087
H -7.141 6.761 2.773 0.084
H -8.837 4.848 6.910 0.066
H -7.793 4.219 7.991 0.067
C 6.803 2.837 2.807 -0.073
C 5.694 1.846 2.391 -0.404
C 6.344 0.460 1.897 -0.138
O 7.145 0.674 0.650 -0.201
C 7.597 -0.457 -0.139 -0.107
N 4.884 1.503 3.568 0.020
H 7.616 2.326 3.324 0.077
H 6.422 3.727 3.308 0.073
H 7.114 3.187 1.823 0.067
H 5.053 2.397 1.703 0.131
H 5.599 -0.329 1.801 0.104
H 6.907 0.051 2.736 0.110
H 7.835 -0.003 -1.101 0.079
H 6.823 -1.192 -0.360 0.075
H 8.482 -1.024 0.151 0.075
H 3.965 1.372 3.169 0.062
H 5.036 0.531 3.796 0.050
C -6.755 3.616 -1.991 -0.058
C -7.248 3.941 -3.420 -0.418
C -8.101 5.255 -3.495 -0.170
O -9.151 5.334 -2.490 -0.191
C -10.331 4.688 -2.847 -0.143
N -6.058 3.956 -4.276 0.021
H -7.566 3.446 -1.283 0.071
H -6.258 4.477 -1.544 0.077
H -6.100 2.749 -2.081 0.076
H -7.886 3.125 -3.759 0.121
H -8.473 5.510 -4.487 0.116
H -7.462 6.114 -3.290 0.115
H -10.191 3.713 -3.313 0.082
H -11.088 5.164 -3.470 0.081
H -10.773 4.547 -1.861 0.090
H -5.296 4.517 -3.922 0.066
H -6.111 4.421 -5.170 0.064
C -7.177 -3.791 -5.424 -0.089
C -6.125 -3.708 -4.357 -0.404
C -5.490 -5.094 -4.084 -0.134
O -6.593 -6.038 -3.817 -0.207
C -6.203 -7.245 -3.372 -0.173
N -5.083 -2.705 -4.780 0.025
H -8.025 -4.433 -5.185 0.079
H -6.745 -4.192 -6.341 0.079
H -7.525 -2.845 -5.838 0.075
H -6.655 -3.300 -3.496 0.128
H -4.846 -5.102 -3.204 0.117
H -4.904 -5.512 -4.902 0.123
H -5.296 -7.478 -3.930 0.083
H -6.884 -8.049 -3.653 0.091
H -6.052 -7.247 -2.293 0.090
H -4.202 -2.650 -4.288 0.056
H -5.433 -1.758 -4.749 0.061
C 5.410 11.160 -3.924 -0.060
C 4.306 11.085 -4.954 -0.448
C 3.228 12.113 -4.839 -0.212
O 2.537 11.828 -3.603 -0.180
C 1.644 12.914 -3.376 -0.119
N 4.902 11.080 -6.319 0.031
H 6.244 10.470 -4.055 0.075
H 5.040 11.133 -2.899 0.080
H 5.891 12.127 -4.064 0.080
H 3.779 10.138 -4.844 0.132
H 2.530 12.084 -5.675 0.127
H 3.658 13.114 -4.805 0.122
H 1.970 13.897 -3.714 0.083
H 1.314 12.893 -2.337 0.087
H 0.739 12.712 -3.948 0.080
H 4.321 10.553 -6.955 0.064
H 5.784 10.588 -6.342 0.057
C -7.527 -2.235 3.700 -0.072
C -7.956 -3.551 3.141 -0.482
C -7.409 -4.673 4.056 -0.237
O -6.044 -4.680 4.268 -0.195
C -5.274 -5.252 3.220 -0.087
N -9.359 -3.627 3.237 0.033
H -7.887 -1.413 3.081 0.079
H -6.446 -2.092 3.698 0.079
H -7.899 -2.060 4.709 0.089
H -7.604 -3.758 2.131 0.139
H -7.682 -5.671 3.712 0.120
H -7.881 -4.670 5.039 0.128
H -5.552 -6.298 3.090 0.084
H -4.235 -5.177 3.541 0.091
H -5.491 -4.731 2.287 0.081
H -9.485 -3.356 4.202 0.071
H -9.688 -2.879 2.644 0.078
C 1.935 -8.588 -7.260 -0.256
C 0.557 -8.115 -7.818 -0.227
O -0.444 -9.161 -7.741 -0.074
O 2.860 -7.527 -7.296 -0.066
H 2.330 -9.391 -7.882 0.117
H 1.705 -8.922 -6.249 0.117
H 0.783 -7.711 -8.804 0.114
H 0.179 -7.301 -7.200 0.113
H -1.184 -8.789 -8.228 0.076
H 3.565 -7.751 -6.685 0.085
C -0.839 5.344 0.096 -0.163
O -0.842 3.988 0.274 -0.198
C -0.495 3.548 1.597 -0.186
C -1.013 2.117 1.890 -0.183
N -0.188 1.133 1.147 -0.072
C -0.658 -0.244 1.317 -0.210
C 0.026 -1.193 0.320 -0.201
O 0.111 -0.649 -1.016 -0.187
C 0.808 -1.467 -1.920 -0.128
H 0.103 5.838 0.335 0.091
H -1.652 5.866 0.600 0.083
H -1.149 5.562 -0.926 0.087
H -0.974 4.283 2.244 0.111
H 0.579 3.691 1.712 0.121
H -2.062 1.985 1.626 0.112
H -0.986 1.940 2.965 0.113
H -0.198 1.382 0.168 0.096
H -1.714 -0.247 1.048 0.110
H -0.455 -0.529 2.349 0.122
H -0.559 -2.111 0.361 0.117
H 1.038 -1.355 0.691 0.118
H 1.789 -1.039 -2.126 0.083
H 0.336 -1.497 -2.902 0.081
H 0.895 -2.529 -1.690 0.085
C 2.682 -9.732 1.616 -0.092
O 2.982 -8.812 0.577 -0.193
C 4.273 -8.924 0.066 -0.240
C 5.228 -8.130 0.996 -0.210
N 6.655 -8.298 0.628 -0.044
C 7.433 -7.425 1.499 -0.227
C 8.901 -7.588 1.101 -0.215
O 9.411 -8.905 1.435 -0.217
C 10.456 -9.386 0.555 -0.088
H 3.490 -9.594 2.334 0.073
H 2.748 -10.768 1.285 0.083
H 1.646 -9.566 1.909 0.094
H 4.295 -8.334 -0.850 0.121
H 4.679 -9.918 -0.127 0.120
H 4.966 -8.346 2.032 0.101
H 4.894 -7.113 0.788 0.118
H 6.969 -9.231 0.858 0.105
H 7.382 -7.670 2.559 0.118
H 7.150 -6.382 1.359 0.121
H 9.534 -6.862 1.612 0.116
H 8.985 -7.425 0.027 0.112
H 11.271 -8.667 0.628 0.078
H 10.054 -9.307 -0.455 0.081
H 10.886 -10.363 0.776 0.084
```



No. 2
A 12-piece molecular cluster, C46H127N11O13 overall, computed with ωB97M-V/def2-TZVPD.

Calculated values
Kohn-Sham gap   9.038 eV
HOMO   -8.67 eV
ΔE to the lowest compared entry with this formula, charge and spin   157.93 kJ/mol
Structure (SMILES)   COC[C@H](C)N.COC[C@H](C)N.COC[C@H](C)N.COC[C@H](C)N.COC[C@H](C)N.COC[C@H](C)N.COC[C@H](C)N.COC[C@H](C)N.COC[C@H](C)N.COC[C@H](C)N.COC[C@H](C)N.OCCO
LUMO energy   0.013 hartree

Structure (XYZ):
```
197
Properties=species:S:1:pos:R:3:lowdin_charge:R:1
C -13.762 4.987 4.209 -0.221
C -13.855 5.289 5.708 -0.220
O -13.101 4.446 6.545 -0.073
O -12.487 5.339 3.707 -0.059
H -14.534 5.547 3.677 0.090
H -14.003 3.931 4.067 0.110
H -14.894 5.096 5.979 0.106
H -13.546 6.323 5.880 0.103
H -12.179 4.408 6.275 0.038
H -12.194 4.674 3.076 0.040
C -13.092 1.145 4.903 -0.044
C -12.254 -0.096 5.072 -0.450
C -11.973 -0.811 3.782 -0.218
O -13.112 -1.138 3.008 -0.178
C -13.938 -2.130 3.635 -0.097
N -10.998 0.157 5.777 0.075
H -13.457 1.522 5.858 0.067
H -13.948 0.862 4.284 0.077
H -12.620 1.951 4.336 0.067
H -12.803 -0.765 5.741 0.122
H -11.293 -1.655 3.920 0.127
H -11.316 -0.130 3.231 0.108
H -14.792 -2.481 3.055 0.083
H -14.464 -1.643 4.460 0.075
H -13.401 -3.015 3.978 0.092
H -10.392 0.746 5.212 0.035
H -11.193 0.683 6.619 0.032
C -6.603 0.454 4.862 -0.053
C -7.342 0.678 3.535 -0.419
C -8.191 1.961 3.474 -0.197
O -9.152 1.995 4.508 -0.226
C -9.652 3.319 4.747 -0.067
N -6.370 0.787 2.438 0.016
H -5.894 -0.374 4.840 0.072
H -7.339 0.195 5.625 0.072
H -6.051 1.313 5.246 0.081
H -7.932 -0.222 3.343 0.129
H -8.616 2.170 2.489 0.120
H -7.433 2.730 3.656 0.124
H -10.188 3.642 3.849 0.061
H -8.811 3.994 4.911 0.085
H -10.394 3.352 5.543 0.068
H -6.836 0.800 1.537 0.064
H -5.802 -0.042 2.314 0.068
C -17.865 10.741 9.350 -0.055
C -16.380 10.748 9.112 -0.454
C -15.856 10.240 7.802 -0.204
O -14.427 10.187 7.780 -0.194
C -13.872 9.744 6.571 -0.107
N -15.841 12.075 9.371 0.040
H -18.289 9.747 9.198 0.076
H -18.413 11.427 8.703 0.066
H -18.099 10.969 10.390 0.084
H -15.962 10.188 9.953 0.141
H -16.167 10.873 6.966 0.128
H -16.280 9.242 7.645 0.112
H -14.063 8.682 6.389 0.069
H -12.803 9.949 6.556 0.085
H -14.341 10.269 5.733 0.086
H -16.337 12.751 8.795 0.069
H -14.963 12.093 8.859 0.062
C -11.390 8.446 12.407 -0.054
C -12.326 7.262 12.500 -0.434
C -12.536 6.609 11.163 -0.226
O -13.379 7.452 10.385 -0.187
C -13.813 6.931 9.125 -0.067
N -11.753 6.263 13.420 0.038
H -10.395 8.173 12.051 0.058
H -11.194 8.859 13.397 0.080
H -11.871 9.212 11.800 0.086
H -13.272 7.612 12.915 0.146
H -13.097 5.677 11.282 0.123
H -11.567 6.422 10.694 0.093
H -12.995 7.137 8.431 0.070
H -14.645 7.569 8.825 0.078
H -14.089 5.877 9.191 0.083
H -12.390 5.488 13.560 0.065
H -10.919 5.855 13.014 0.063
C -17.936 6.214 5.646 -0.059
C -18.901 7.201 6.287 -0.412
C -18.751 8.645 5.761 -0.184
O -19.554 9.507 6.561 -0.195
C -19.680 10.819 6.090 -0.116
N -20.238 6.658 6.043 0.034
H -16.997 6.465 6.150 0.067
H -17.806 6.405 4.580 0.051
H -18.095 5.148 5.792 0.054
H -18.767 7.131 7.367 0.127
H -19.042 8.757 4.712 0.117
H -17.700 8.953 5.769 0.107
H -19.764 10.837 5.000 0.090
H -18.885 11.447 6.496 0.071
H -20.611 11.299 6.396 0.089
H -20.569 6.812 5.095 0.073
H -20.837 7.351 6.489 0.066
C -10.576 6.641 6.752 -0.080
C -9.235 6.770 7.437 -0.402
C -9.248 7.455 8.829 -0.190
O -7.883 7.714 9.158 -0.177
C -7.779 8.287 10.474 -0.097
N -8.796 5.382 7.554 0.058
H -11.226 6.148 7.482 0.058
H -10.649 6.130 5.794 0.074
H -11.030 7.634 6.695 0.063
H -8.631 7.341 6.729 0.121
H -9.749 6.848 9.586 0.098
H -9.857 8.365 8.777 0.125
H -7.877 7.465 11.186 0.085
H -8.558 9.011 10.722 0.074
H -6.833 8.809 10.607 0.085
H -7.912 5.354 8.050 0.078
H -9.439 4.875 8.154 0.014
C -18.105 1.337 8.954 -0.052
C -18.177 2.681 8.146 -0.410
C -16.752 3.314 8.013 -0.173
O -16.343 3.977 9.226 -0.211
C -17.196 5.048 9.678 -0.076
N -18.805 2.325 6.892 0.032
H -17.743 1.482 9.972 0.073
H -17.503 0.592 8.433 0.070
H -19.105 0.914 9.054 0.070
H -18.819 3.408 8.641 0.117
H -16.779 4.000 7.162 0.085
H -16.014 2.539 7.814 0.099
H -16.634 5.473 10.510 0.087
H -18.149 4.657 10.030 0.081
H -17.217 5.829 8.916 0.077
H -18.356 1.624 6.316 0.073
H -18.889 3.113 6.260 0.052
C -9.650 10.014 4.969 -0.052
C -9.909 9.037 3.788 -0.422
C -8.896 7.905 3.702 -0.179
O -9.185 7.215 2.502 -0.177
C -8.545 6.026 2.228 -0.117
N -11.308 8.682 3.849 0.056
H -9.737 9.447 5.897 0.055
H -10.309 10.880 4.922 0.074
H -8.665 10.484 4.965 0.074
H -9.813 9.660 2.896 0.135
H -8.954 7.269 4.588 0.106
H -7.905 8.362 3.636 0.131
H -8.469 5.783 1.167 0.069
H -9.158 5.201 2.607 0.067
H -7.535 5.940 2.636 0.096
H -11.634 8.257 4.708 0.038
H -11.548 7.996 3.142 0.060
C -9.568 2.171 8.707 -0.033
C -10.880 2.939 8.784 -0.406
C -12.061 2.131 9.313 -0.206
O -12.436 1.133 8.386 -0.206
C -13.750 0.626 8.706 -0.065
N -10.723 4.095 9.701 0.045
H -9.587 1.373 7.966 0.071
H -9.357 1.712 9.675 0.085
H -8.806 2.928 8.526 0.063
H -11.095 3.383 7.812 0.108
H -12.854 2.878 9.417 0.119
H -11.922 1.648 10.284 0.133
H -13.751 0.159 9.693 0.091
H -13.934 -0.144 7.957 0.085
H -14.507 1.408 8.664 0.065
H -11.517 4.708 9.551 0.040
H -10.828 3.853 10.679 0.080
C -15.722 8.099 2.998 -0.060
C -16.491 7.749 1.716 -0.412
C -16.265 6.276 1.303 -0.158
O -16.659 5.383 2.391 -0.210
C -16.318 4.052 2.150 -0.138
N -17.919 8.000 1.910 0.041
H -14.649 8.030 2.816 0.078
H -16.012 7.499 3.861 0.050
H -15.888 9.115 3.360 0.075
H -16.126 8.432 0.948 0.138
H -15.187 6.225 1.130 0.114
H -16.861 6.051 0.418 0.123
H -17.010 3.568 1.454 0.089
H -16.376 3.546 3.114 0.089
H -15.340 3.801 1.731 0.077
H -18.210 7.255 2.538 0.049
H -18.376 7.648 1.073 0.068
C -9.799 4.369 -1.016 -0.059
C -11.329 4.454 -0.894 -0.446
C -11.827 4.673 0.512 -0.188
O -11.437 3.672 1.431 -0.251
C -11.713 2.285 1.181 -0.043
N -11.745 5.473 -1.844 0.035
H -9.380 4.113 -1.992 0.078
H -9.356 3.656 -0.320 0.073
H -9.360 5.357 -0.859 0.074
H -11.664 3.495 -1.303 0.126
H -12.919 4.731 0.554 0.117
H -11.406 5.620 0.853 0.134
H -12.778 2.271 0.940 0.098
H -11.299 1.702 1.999 0.074
H -11.180 2.007 0.268 0.080
H -12.705 5.367 -2.143 0.072
H -11.172 5.407 -2.673 0.068
```



Which formula does entry 2 have? C46H127N11O13